1.
C40H38N8OS4Ti | the ωB97M-V functional and the def2-TZVPD basis

Calculated values
Orbital gap (spin up / spin down): 0.192 / 0.260 Ha
Molecular weight: 822.93 g/mol
DFT total energy: -4502.64244 hartree
Spin multiplicity: 3
Energy above the lowest of the compared OMol25 structures with the same formula, charge and spin: 64.6 kJ/mol
HOMO (spin up / spin down): -4.830 / -6.681 eV
Net charge: 0

```
92
C40H38N8OS4Ti (the ωB97M-V functional and the def2-TZVPD basis)
Ti 0.135 -0.265 -0.198
C -1.180 2.976 1.036
C 0.002 3.569 0.272
C 1.342 2.907 0.491
C 2.403 3.760 0.792
C 3.675 3.261 0.979
C 3.849 1.895 0.862
C 2.751 1.110 0.580
N 1.504 1.577 0.382
N -1.532 1.583 0.730
C -2.427 1.515 -0.438
C -1.738 2.019 -1.669
C -2.323 2.981 -2.475
C -1.592 3.509 -3.528
C -0.299 3.055 -3.715
C 0.195 2.070 -2.874
N -0.503 1.545 -1.869
C -2.248 1.014 1.864
C -2.388 -0.476 1.772
C -3.488 -1.095 2.347
C -3.579 -2.474 2.336
C -2.541 -3.182 1.754
C -1.486 -2.482 1.205
N -1.393 -1.151 1.186
H -2.056 3.620 0.864
H -0.944 3.035 2.098
H 0.088 4.603 0.607
H -0.204 3.618 -0.794
H 2.223 4.824 0.877
H 4.500 3.919 1.218
H 4.818 1.432 0.991
H 2.878 0.044 0.509
H -3.341 2.099 -0.260
H -2.715 0.473 -0.584
H -3.333 3.313 -2.274
H -2.014 4.273 -4.168
H 0.321 3.444 -4.511
H 1.203 1.700 -3.009
H -3.244 1.469 1.964
H -1.695 1.231 2.778
H -4.261 -0.490 2.805
H -4.432 -2.981 2.769
H -2.552 -4.262 1.721
H -0.662 -3.005 0.761
C 2.040 -3.515 2.078
C 1.471 -2.161 1.745
N 1.350 -1.727 0.469
N 1.924 -2.588 -0.474
C 2.304 -2.042 -1.583
N 3.037 -2.835 -2.439
S 2.049 -0.394 -2.053
C 1.124 -1.289 2.801
C 1.156 -1.700 4.164
C 0.939 -0.785 5.158
C 0.705 0.560 4.820
C 0.656 0.873 3.475
N 0.808 0.006 2.483
H 2.386 -3.997 1.171
H 1.281 -4.155 2.545
H 2.873 -3.428 2.778
H 3.038 -3.823 -2.241
H 3.058 -2.549 -3.401
H 1.350 -2.734 4.412
H 0.954 -1.087 6.198
H 0.559 1.321 5.574
H 0.496 1.907 3.171
O -0.772 -1.337 -1.383
C -1.453 -1.848 -2.480
C -1.518 -3.393 -2.440
C -0.805 -4.287 -1.711
C -1.153 -5.645 -1.984
C -2.119 -5.752 -2.930
S -2.614 -4.212 -3.501
C -0.756 -1.558 -3.816
C 0.229 -2.340 -4.342
C 0.753 -1.855 -5.567
C 0.143 -0.710 -5.970
S -1.056 -0.222 -4.858
C -2.917 -1.388 -2.353
C -3.688 -1.738 -1.280
C -5.026 -1.276 -1.365
C -5.259 -0.590 -2.517
S -3.857 -0.508 -3.494
H -0.019 -3.992 -1.037
H -0.698 -6.495 -1.494
H -2.571 -6.642 -3.339
H 0.568 -3.246 -3.861
H 1.537 -2.347 -6.126
H 0.337 -0.111 -6.847
H -3.300 -2.332 -0.463
H -5.777 -1.462 -0.610
H -6.176 -0.139 -2.863
```

Atomic partial charges in e from the Löwdin method, atoms 1 to 5: 0.89 -0.15 -0.10 -0.25 -0.03

---

2.
C4H12N2PS | the ωB97M-V functional and the def2-TZVPD basis

Calculated values
Orbital gap: 0.368 Ha
Molecular weight: 151.20 g/mol
DFT total energy: -1008.37817 hartree
Energy above the lowest of the compared OMol25 structures with the same formula, charge and spin: 17.2 kJ/mol
HOMO: -13.428 eV
Net charge: +1

```
20
C4H12N2PS (the ωB97M-V functional and the def2-TZVPD basis)
C -1.201 -0.493 -0.426
C 2.797 0.800 1.118
C -3.756 0.029 0.392
C 2.526 0.975 -0.410
N -1.717 -1.750 -0.325
N 0.027 -0.236 -0.934
P 0.701 1.451 -0.868
S -2.167 0.809 0.078
H 2.449 1.593 1.618
H 2.186 -0.032 1.327
H 3.868 0.804 1.425
H -4.376 0.827 0.504
H -3.914 -0.530 1.422
H -4.030 -0.783 -0.436
H 2.690 0.163 -1.104
H 3.078 1.764 -0.658
H -1.117 -2.527 -0.369
H -2.556 -2.020 0.215
H 0.628 -0.878 -1.404
H 0.905 1.478 -2.222
```

Atomic partial charges in e from the Löwdin method, atoms 1 to 5: -0.70 -0.11 -0.37 -0.38 0.13

---

3.
C39H37N11P3ReSe2 | the ωB97M-V functional and the def2-TZVPD basis

Calculated values
Orbital gap (spin up / spin down): 0.174 / 0.214 Ha
Molecular weight: 1096.85 g/mol
DFT total energy: -8015.73158 hartree
Spin multiplicity: 2
HOMO (spin up / spin down): -10.660 / -10.664 eV
Net charge: +1

```
93
C39H37N11P3ReSe2 (the ωB97M-V functional and the def2-TZVPD basis)
Re -0.851 -0.120 -1.538
N -2.203 2.781 -1.299
P -1.241 1.926 -0.185
C -0.024 3.260 0.140
C -0.522 4.528 0.436
C 0.348 5.543 0.778
C 1.713 5.300 0.851
C 2.206 4.035 0.587
C 1.335 3.021 0.229
C -2.005 2.057 1.457
C -1.126 1.863 2.519
C -1.556 2.062 3.816
C -2.865 2.444 4.059
C -3.742 2.617 3.001
C -3.322 2.427 1.697
C -2.292 2.456 -2.615
C -3.020 3.277 -3.491
C -3.091 2.950 -4.822
C -2.436 1.802 -5.272
C -1.739 1.045 -4.360
N -1.658 1.357 -3.061
H -2.776 3.551 -0.975
H -1.588 4.715 0.434
H -0.039 6.525 1.001
H 2.385 6.097 1.128
H 3.262 3.825 0.668
H 1.695 2.019 0.048
H -0.101 1.572 2.320
H -0.862 1.935 4.633
H -3.203 2.607 5.072
H -4.764 2.914 3.189
H -4.026 2.530 0.884
H -3.510 4.154 -3.098
H -3.641 3.575 -5.506
H -2.474 1.507 -6.307
H -1.227 0.143 -4.663
Se 2.697 -0.055 1.455
P 1.181 -1.486 1.841
Se -0.493 -1.705 0.317
C 1.862 -3.173 2.049
C 3.180 -3.313 2.458
C 3.711 -4.578 2.642
C 2.926 -5.697 2.412
C 1.605 -5.553 2.019
C 1.064 -4.293 1.845
C 0.336 -1.157 3.432
C -0.998 -1.484 3.634
C -1.573 -1.268 4.871
C -0.820 -0.733 5.902
C 0.510 -0.399 5.695
C 1.091 -0.612 4.460
H 3.790 -2.435 2.619
H 4.738 -4.688 2.953
H 3.344 -6.683 2.535
H 0.996 -6.424 1.837
H 0.033 -4.170 1.536
H -1.581 -1.889 2.819
H -2.613 -1.511 5.025
H -1.269 -0.565 6.867
H 1.093 0.034 6.493
H 2.124 -0.343 4.283
N -3.728 -1.830 -2.823
C -2.492 -2.275 -3.176
N -2.248 -3.312 -3.962
N -0.944 -3.402 -4.039
N -0.374 -2.485 -3.360
N -1.308 -1.721 -2.789
C -3.899 -0.877 -1.870
N -5.048 -0.369 -1.441
N -4.722 0.537 -0.550
N -3.449 0.605 -0.412
N -2.876 -0.274 -1.222
H -4.535 -2.305 -3.199
C 1.612 -0.552 -4.314
P 1.424 -0.128 -2.541
C 2.298 1.481 -2.575
C 2.586 -1.326 -1.808
C 3.917 -0.986 -1.591
C 4.804 -1.935 -1.114
C 4.377 -3.224 -0.849
C 3.050 -3.564 -1.050
C 2.158 -2.621 -1.530
H 2.685 -0.606 -4.515
H 1.165 0.222 -4.937
H 1.168 -1.520 -4.535
H 2.730 1.713 -1.604
H 1.577 2.256 -2.838
H 3.084 1.451 -3.328
H 4.265 0.017 -1.776
H 5.833 -1.659 -0.948
H 5.075 -3.966 -0.490
H 2.707 -4.565 -0.840
H 1.132 -2.902 -1.723
```

Atomic partial charges in e from the Löwdin method, atoms 1 to 5: 0.90 -0.09 0.94 -0.34 -0.09

---

4.
C21H56O21S7 | the ωB97M-V functional and the def2-TZVPD basis

Calculated values
Orbital gap: 0.368 Ha
Molecular weight: 869.13 g/mol
DFT total energy: -5200.76549 hartree
Energy above the lowest of the compared OMol25 structures with the same formula, charge and spin: 645.2 kJ/mol
SMILES: CCOS(C)(=O)=O.CCOS(C)(=O)=O.CCOS(C)(=O)=O.CCOS(C)(=O)=O.CCOS(C)(=O)=O.CCOS(C)(=O)=O.CCOS(C)(=O)=O
HOMO: -10.092 eV
Net charge: 0

```
105
C21H56O21S7 (the ωB97M-V functional and the def2-TZVPD basis)
O -6.099 -5.701 1.495
S -4.731 -5.416 1.175
O -3.640 -6.115 1.857
O -4.623 -5.737 -0.415
C -3.395 -5.711 -1.016
C -3.247 -4.596 -2.069
C -4.472 -3.613 1.098
H -3.244 -6.685 -1.480
H -2.614 -5.755 -0.256
H -4.201 -4.476 -2.584
H -2.445 -4.834 -2.768
H -3.085 -3.678 -1.504
H -4.268 -3.304 2.123
H -5.413 -3.124 0.843
H -3.653 -3.268 0.467
O 3.960 6.220 -5.855
S 5.008 5.245 -6.124
O 6.402 5.410 -5.632
O 4.525 3.722 -5.785
C 3.140 3.462 -5.861
C 2.731 3.698 -4.396
C 5.140 4.855 -8.016
H 2.934 2.443 -6.189
H 2.627 4.167 -6.515
H 1.757 3.216 -4.322
H 2.766 4.741 -4.081
H 3.511 3.188 -3.831
H 4.317 4.337 -8.508
H 5.973 4.161 -8.132
H 5.289 5.870 -8.383
O -2.892 -1.221 5.687
S -2.232 -2.508 5.845
O -2.893 -3.726 5.286
O -0.798 -2.183 5.010
C -0.808 -2.180 3.592
C -0.420 -3.560 3.083
C -1.573 -2.741 7.628
H -0.189 -1.432 3.097
H -1.764 -1.913 3.142
H 0.667 -3.606 3.030
H -0.638 -3.534 2.015
H -0.910 -4.435 3.510
H -2.333 -2.815 8.406
H -0.844 -1.948 7.795
H -1.161 -3.747 7.549
O 2.123 -0.376 3.418
S 3.404 -0.184 2.719
O 3.634 0.729 1.623
O 4.642 -0.036 3.867
C 4.654 1.090 4.709
C 5.889 1.145 5.559
C 3.906 -1.880 2.032
H 3.826 0.913 5.396
H 4.287 2.015 4.262
H 6.743 1.692 5.161
H 6.265 0.175 5.883
H 5.777 1.827 6.402
H 4.405 -1.694 1.081
H 2.978 -2.370 1.737
H 4.608 -2.425 2.664
O -6.193 -0.595 -4.426
S -5.427 -1.426 -3.602
O -5.255 -1.150 -2.201
O -5.807 -3.091 -3.754
C -7.185 -3.290 -4.345
C -7.643 -4.744 -4.066
C -3.738 -1.752 -4.272
H -7.285 -3.046 -5.402
H -7.908 -2.594 -3.920
H -8.623 -4.926 -4.508
H -7.970 -4.758 -3.026
H -7.135 -5.673 -4.323
H -3.250 -0.781 -4.344
H -3.833 -2.287 -5.217
H -3.285 -2.319 -3.458
O 2.014 4.051 4.678
S 1.724 4.814 3.477
O 0.394 4.986 2.923
O 2.466 6.336 3.624
C 1.820 7.319 4.375
C 1.430 8.482 3.401
C 2.757 4.315 1.965
H 2.590 7.668 5.062
H 1.114 6.923 5.105
H 1.049 7.988 2.507
H 2.254 8.995 2.905
H 0.784 9.301 3.717
H 2.506 5.048 1.198
H 2.406 3.373 1.543
H 3.827 4.312 2.170
O -0.701 -2.382 -0.151
S -0.322 -1.553 -1.268
O -1.263 -1.510 -2.386
O 0.218 -0.018 -0.829
C 0.450 0.997 -1.750
C 1.718 1.804 -1.402
C 1.235 -2.124 -1.960
H -0.408 1.606 -2.035
H 0.544 0.537 -2.733
H 2.075 2.496 -2.165
H 2.508 1.122 -1.089
H 1.570 2.411 -0.508
H 1.104 -3.205 -2.002
H 1.929 -1.879 -1.156
H 1.438 -1.576 -2.881
```

Atomic partial charges in e from the Löwdin method, atoms 1 to 5: -0.27 0.65 -0.30 -0.25 -0.32

---

5.
C7H10ClN3OS2 | the ωB97M-V functional and the def2-TZVPD basis

Calculated values
Orbital gap: 0.338 Ha
Molecular weight: 251.76 g/mol
DFT total energy: -1768.65246 hartree
Energy above the lowest of the compared OMol25 structures with the same formula, charge and spin: 0.0 kJ/mol
SMILES: CC(=O)N(C)S(=N)(=N)c1ccc(Cl)s1
HOMO: -8.793 eV
Net charge: 0

```
24
C7H10ClN3OS2 (the ωB97M-V functional and the def2-TZVPD basis)
C 1.849 1.385 -1.066
C 3.035 0.616 -1.149
C 1.102 1.084 0.030
C 3.113 -0.165 -0.037
C -0.780 -0.996 -0.580
C -0.951 -2.445 -0.437
C -2.034 -0.511 1.531
N -1.442 2.160 -0.841
N -0.988 2.108 1.647
N -1.111 -0.246 0.485
O -0.277 -0.366 -1.514
S 1.825 -0.108 1.069
S -0.751 1.421 0.298
Cl 4.352 -1.324 0.325
H 1.588 2.269 -1.662
H 3.654 0.553 -1.981
H -0.392 -2.943 -1.343
H -0.485 -2.854 0.560
H -2.000 -2.614 -0.310
H -1.894 -1.472 1.835
H -1.708 0.072 2.362
H -3.014 -0.402 1.185
H -1.105 1.961 -1.792
H -1.587 2.818 1.389
```

Atomic partial charges in e from the Löwdin method, atoms 1 to 5: -0.16 -0.15 -0.56 -1.02 -0.59